(1)
{"formula": "C5H8ClI", "method": "wB97M-V/def2-TZVPD", "symbols": ["I", "Cl", "C", "C", "C", "C", "C", "H", "H", "H", "H", "H", "H", "H", "H"], "xyz": [[-0.48, 0.99, 3.79], [-1.89, -2.12, 1.76], [-0.59, -1.86, -0.81], [-0.92, -1.76, 0.45], [1.05, -0.01, 0.26], [-0.30, -0.50, -0.16], [-1.14, 0.73, -0.54], [0.88, 0.61, 1.09], [-0.18, -2.51, -1.55], [-1.88, 0.27, -1.21], [-0.47, 1.44, -1.04], [-0.95, -0.52, 3.52], [-1.65, 1.12, 0.33], [1.30, 0.77, -0.55], [1.91, -0.68, 0.35]], "lowdin_charge": [0.4597, 0.7040, 0.0415, -0.6547, -0.0819, -0.5136, -0.0492, -0.0139, 0.0922, 0.0867, 0.0764, -0.3957, 0.0639, 0.0957, 0.0887], "multiplicity": 1, "lumo_energy_ev": 0.5, "homo_lumo_gap_ev": 9.7, "smiles": "CC1(C)C=C1Cl.I", "de_lowest_kcal_mol": 49.2, "charge": 0}

=====

(2)
{"formula": "C5H8ClN2", "method": "wB97M-V/def2-TZVPD", "symbols": ["Cl", "N", "N", "C", "C", "C", "C", "C", "H", "H", "H", "H", "H", "H", "H", "H"], "xyz": [[-3.79, -0.23, 0.03], [-0.05, -2.35, 0.48], [0.85, -0.38, 0.13], [0.00, 1.92, 0.00], [-1.16, 0.99, 0.27], [0.32, -1.45, -0.40], [1.19, 0.87, -0.38], [-2.22, 0.32, 0.15], [-0.28, 2.39, -0.95], [1.45, 0.96, -1.40], [2.10, 1.41, 0.13], [0.36, -2.28, 1.43], [-0.08, -3.30, 0.13], [0.15, 2.70, 0.77], [0.43, -1.21, -1.60], [0.72, -0.36, 1.20]], "lowdin_charge": [0.7066, 0.1811, -0.0436, -0.1118, -0.1214, -0.1437, -0.1626, -0.5750, 0.1168, 0.1069, 0.1671, 0.1613, 0.1383, 0.1276, 0.2492, 0.2031], "multiplicity": 1, "lumo_energy_ev": -3.8, "homo_lumo_gap_ev": 9.3, "smiles": "[NH2+]=CNCCC#CCl", "de_lowest_kcal_mol": 88.2, "charge": 1}

=====

(3)
{"formula": "C5H8ClN2O", "method": "wB97M-V/def2-TZVPD", "symbols": ["Cl", "O", "N", "N", "C", "C", "C", "C", "C", "H", "H", "H", "H", "H", "H", "H", "H"], "xyz": [[1.10, -2.55, -0.82], [3.06, 1.68, 0.04], [0.95, 0.29, 0.96], [-0.98, -0.07, 0.12], [2.12, 1.69, -0.64], [-0.41, 0.83, -0.68], [0.86, 1.06, -0.18], [-2.30, -0.65, -0.12], [-0.16, -0.44, 1.05], [1.06, -2.39, 0.47], [-2.33, -1.64, 0.17], [1.73, 0.13, 1.46], [-0.35, -1.07, 1.92], [-3.05, -0.10, 0.42], [-0.82, 1.37, -1.44], [2.06, 2.31, -1.56], [-2.54, -0.46, -1.17]], "lowdin_charge": [0.3823, 0.1479, 0.1875, -0.0837, -0.2065, 0.0457, -0.1121, 0.0621, -0.1126, -0.2241, 0.0797, 0.1307, 0.1848, 0.1089, 0.1366, 0.1498, 0.1229], "multiplicity": 1, "lumo_energy_ev": -4.2, "homo_lumo_gap_ev": 10.4, "de_lowest_kcal_mol": 14.6, "charge": 1}

=====

(4)
{"formula": "C5H8ClN2O2", "method": "wB97M-V/def2-TZVPD", "symbols": ["Cl", "O", "O", "N", "N", "C", "C", "C", "C", "C", "H", "H", "H", "H", "H", "H", "H", "H"], "xyz": [[2.32, -0.71, -1.73], [-2.29, -2.47, -1.34], [1.27, -0.84, 0.76], [0.36, -2.37, -0.87], [-1.10, 0.61, 0.11], [-1.01, -2.52, -0.87], [0.79, -0.94, -0.65], [-0.27, 0.21, -1.10], [-0.22, 1.16, 1.25], [1.33, 0.57, 1.18], [1.85, 0.71, 2.24], [0.38, 1.18, -1.36], [1.93, 1.27, 0.44], [-1.87, 1.30, -0.15], [-1.62, -0.20, 0.55], [-0.28, 2.33, 1.33], [-0.89, -0.02, -2.07], [-0.67, 0.72, 2.27]], "lowdin_charge": [0.6557, 0.0288, -0.1450, 0.1156, 0.0241, -0.0083, -0.7157, -0.1018, -0.0794, -0.1335, 0.1715, 0.1567, 0.1373, 0.2102, 0.1883, 0.1590, 0.1739, 0.1626], "multiplicity": 1, "lumo_energy_ev": -4.6, "homo_lumo_gap_ev": 10.2, "smiles": "O=C=N[C@@]1(Cl)C[NH2+]CCO1", "de_lowest_kcal_mol": 52.7, "charge": 1}

=====

(5)
{"formula": "C5H8ClNO2S", "method": "wB97M-V/def2-TZVPD", "symbols": ["Cl", "S", "O", "O", "N", "C", "C", "C", "C", "C", "H", "H", "H", "H", "H", "H", "H", "H"], "xyz": [[2.25, -2.17, -0.58], [0.38, -0.71, 1.44], [-0.30, -1.97, 1.59], [1.63, -0.49, 2.04], [2.58, 1.45, -0.43], [-0.24, -0.61, -1.47], [1.80, 0.62, -0.42], [-0.83, 0.63, 2.18], [-1.00, 0.65, -1.80], [0.76, -0.33, -0.37], [-0.93, -1.36, -0.96], [-0.32, 1.30, -2.43], [-1.71, 0.15, 2.09], [-1.72, 0.36, -2.50], [0.36, -1.09, -2.25], [-1.38, 1.24, -0.99], [-0.52, 0.75, 3.14], [-0.82, 1.57, 1.71]], "lowdin_charge": [0.3039, 0.6264, -0.3108, -0.3253, 0.2341, -0.2569, -0.3267, -0.0225, -0.0798, -0.4182, 0.1369, 0.1093, 0.0113, 0.0587, 0.1101, 0.0736, 0.0260, 0.0499], "multiplicity": 1, "lumo_energy_ev": -2.4, "homo_lumo_gap_ev": 8.5, "de_lowest_kcal_mol": 37.6, "charge": 0}

=====

(6)
{"formula": "C5H8ClNS", "method": "wB97M-V/def2-TZVPD", "symbols": ["Cl", "S", "N", "C", "C", "C", "C", "C", "H", "H", "H", "H", "H", "H", "H", "H"], "xyz": [[-3.29, -0.96, -0.38], [3.55, -0.91, 0.02], [0.03, 0.08, -0.53], [-1.00, 0.90, -0.07], [2.14, -0.56, -0.67], [1.31, 0.68, -0.30], [-0.45, -0.92, 0.41], [-1.84, -0.24, 0.55], [-0.59, -1.82, -0.08], [1.55, 1.50, -0.89], [0.21, -0.76, 1.41], [1.57, -1.09, -1.49], [-0.85, 1.63, 0.65], [-1.75, 1.26, -0.93], [1.64, 0.99, 0.78], [-2.23, 0.23, 1.52]], "lowdin_charge": [0.5025, 0.6914, -0.2068, -0.2599, -0.6835, -0.2816, -0.1631, -0.5643, 0.0819, 0.0989, 0.1828, 0.0976, 0.0945, 0.1476, 0.1435, 0.1184], "multiplicity": 1, "lumo_energy_ev": -0.3, "homo_lumo_gap_ev": 8.5, "de_lowest_kcal_mol": 83.0, "charge": 0}

=====

(7)
{"formula": "C5H8ClO3", "method": "wB97M-V/def2-TZVPD", "symbols": ["Cl", "O", "O", "O", "C", "C", "C", "C", "C", "H", "H", "H", "H", "H", "H", "H", "H"], "xyz": [[-1.81, 1.49, 0.56], [1.35, 2.16, -0.66], [2.42, -0.32, 1.58], [2.95, 0.30, -0.52], [-0.49, -0.09, -1.18], [2.30, 0.34, 0.55], [1.17, 1.42, 0.47], [-0.48, 0.34, 0.26], [-0.52, -0.76, 1.28], [0.34, -1.41, 1.13], [-1.40, -0.63, -1.43], [2.07, 1.62, -1.11], [0.37, -0.73, -1.36], [0.94, 2.00, 1.36], [-1.44, -1.35, 1.17], [-0.47, -0.36, 2.29], [-0.41, 0.79, -1.82]], "lowdin_spin": [0.1990, 0.2255, 0.1447, 0.0681, 0.0558, 0.1215, 0.4918, 0.5280, 0.0580, 0.0041, 0.0287, 0.0037, 0.0041, 0.0240, 0.0310, 0.0070, 0.0050], "multiplicity": 3, "lumo_energy_ev": [3.6, 1.6], "s2": 2.01, "homo_lumo_gap_ev": [3.5, 6.5], "charge": -1}

=====

(8)
{"formula": "C5H8ClOP", "method": "wB97M-V/def2-TZVPD", "symbols": ["Cl", "P", "O", "C", "C", "C", "C", "C", "H", "H", "H", "H", "H", "H", "H", "H"], "xyz": [[-1.16, 1.64, -2.27], [-1.27, 1.58, -0.28], [-2.16, 2.62, 0.25], [1.08, 0.56, 0.60], [-1.15, -0.90, 0.71], [0.52, 1.72, 0.26], [0.71, -1.37, -0.72], [0.35, -0.77, 0.58], [2.10, 0.50, 1.00], [-1.73, -1.65, 0.01], [1.73, -1.54, -0.91], [0.46, -0.70, -1.54], [-1.54, -0.92, 1.64], [1.08, 2.66, 0.20], [0.09, -2.17, -0.96], [0.91, -1.25, 1.43]], "lowdin_charge": [0.3350, 0.3791, -0.4317, -0.1654, 0.0425, -0.2152, -0.1066, -0.4888, 0.1202, 0.1091, 0.0721, 0.0635, 0.0033, 0.0815, 0.0555, 0.1459], "multiplicity": 1, "lumo_energy_ev": [-0.6, -0.6], "homo_lumo_gap_ev": [8.2, 8.2], "de_lowest_kcal_mol": 64.3, "charge": 0}

=====

(9)
{"formula": "C5H8ClPS", "method": "wB97M-V/def2-TZVPD", "symbols": ["Cl", "S", "P", "C", "C", "C", "C", "C", "H", "H", "H", "H", "H", "H", "H", "H"], "xyz": [[0.31, -0.17, 2.67], [2.42, 2.06, 1.82], [1.19, 0.83, 1.19], [1.78, -0.42, 0.06], [-0.47, 0.09, -0.83], [0.85, -0.73, -0.82], [-0.29, 1.17, 0.15], [-1.61, -0.97, -0.46], [-1.74, -1.07, 0.58], [-1.33, -1.90, -0.85], [-2.45, -0.56, -0.86], [0.89, -1.60, -1.55], [-1.23, 1.25, 0.79], [2.83, -0.65, 0.31], [-0.33, 2.20, -0.28], [-0.83, 0.47, -1.91]], "lowdin_charge": [0.3404, 0.2406, -0.1473, -0.2611, -0.3971, -0.1300, -0.3557, -0.0444, 0.0516, 0.0516, 0.0414, 0.1319, 0.1033, 0.0878, 0.1083, 0.1787], "multiplicity": 1, "lumo_energy_ev": 0.6, "homo_lumo_gap_ev": 9.6, "smiles": "C[C@@H]1C=C[P@](=S)(Cl)C1", "de_lowest_kcal_mol": 0.0, "charge": 0}

=====

(10)
{"formula": "C5H8F2N", "method": "wB97M-V/def2-TZVPD", "symbols": ["F", "F", "N", "C", "C", "C", "C", "C", "H", "H", "H", "H", "H", "H", "H", "H"], "xyz": [[-2.02, 1.11, -0.16], [-1.79, 2.10, -2.08], [0.32, -0.48, 0.62], [0.04, 1.12, -1.28], [-0.12, -1.66, 0.00], [0.23, -0.43, 1.92], [-1.21, 1.44, -1.20], [0.87, 0.57, -0.19], [0.74, 1.55, -1.98], [-1.13, -1.66, -0.29], [-0.31, -1.24, 2.48], [0.70, 0.48, 2.29], [1.90, 0.29, -0.50], [1.32, 1.37, 0.50], [-0.08, -2.49, 0.66], [0.55, -2.07, -0.80]], "lowdin_charge": [0.1404, 0.2450, -0.1632, 0.0052, -0.0215, 0.2362, -0.3978, -0.1439, 0.1366, 0.1042, 0.1619, 0.1289, 0.1575, 0.1636, 0.0973, 0.1496], "multiplicity": 1, "lumo_energy_ev": -5.3, "homo_lumo_gap_ev": 8.8, "smiles": "C=[N+](C)CC=C(F)F", "de_lowest_kcal_mol": 18.3, "charge": 1}

=====

(11)
{"formula": "C5H8F2OS", "method": "wB97M-V/def2-TZVPD", "symbols": ["S", "F", "F", "O", "C", "C", "C", "C", "C", "H", "H", "H", "H", "H", "H", "H", "H"], "xyz": [[-0.67, 0.62, -1.14], [-0.13, -2.39, 2.03], [-0.94, 0.72, 1.43], [1.76, -2.79, 0.98], [1.98, 1.19, -1.05], [0.64, 1.85, -0.83], [-2.25, -1.04, 0.44], [-1.06, -0.08, 0.39], [0.83, -2.04, 1.18], [-3.13, -0.70, -0.02], [-2.52, -1.21, 1.54], [0.42, 2.27, 0.09], [-2.16, -2.05, 0.00], [2.06, 0.34, -0.48], [1.95, 0.92, -2.02], [0.41, 2.61, -1.66], [2.81, 1.77, -0.89]], "lowdin_charge": [0.9780, 0.0229, 0.0285, 0.0601, -0.1308, -0.4523, -0.1023, -0.6598, -0.2586, 0.0434, 0.1093, 0.0365, 0.0908, 0.0396, 0.0343, 0.1030, 0.0573], "multiplicity": 1, "lumo_energy_ev": [-0.1, -1.3], "homo_lumo_gap_ev": [9.1, 6.3], "de_lowest_kcal_mol": 32.3, "charge": 0}

=====

(12)
{"formula": "C5H8F3NO3S2", "method": "wB97M-V/def2-TZVPD", "symbols": ["S", "S", "F", "F", "F", "O", "O", "O", "N", "C", "C", "C", "C", "C", "H", "H", "H", "H", "H", "H", "H", "H"], "xyz": [[0.52, 1.95, -1.08], [2.01, -0.33, -0.39], [4.10, -1.86, -0.25], [3.84, -0.47, 1.38], [4.68, 0.15, -0.49], [1.17, -0.94, 0.57], [2.01, 1.21, -0.25], [1.74, -0.75, -1.70], [-2.28, -0.50, 0.01], [-0.76, 1.42, -0.04], [-1.38, 0.29, -0.56], [3.76, -0.60, 0.06], [-1.24, 2.23, 1.09], [-2.56, -1.82, -0.39], [-3.44, -1.91, -1.11], [-0.66, 1.90, 1.97], [-1.57, -2.23, -0.83], [-2.95, -2.54, 0.43], [-2.73, -0.15, 0.80], [-1.05, -0.15, -1.42], [-0.99, 3.18, 0.77], [-2.23, 1.92, 1.44]], "lowdin_charge": [1.0277, 0.5216, 0.1408, 0.1412, 0.1828, -0.2428, -0.5477, -0.2578, -0.0374, -0.6251, -0.1774, -0.6850, -0.0929, -0.0936, 0.0971, 0.0947, 0.1221, 0.1098, 0.1130, 0.0862, 0.0456, 0.0772], "multiplicity": 1, "lumo_energy_ev": -0.2, "homo_lumo_gap_ev": 8.5, "de_lowest_kcal_mol": 35.4, "charge": 0}

=====

(13)
{"formula": "C5H8FKO4", "method": "wB97M-V/def2-TZVPD", "symbols": ["K", "F", "O", "O", "O", "O", "C", "C", "C", "C", "C", "H", "H", "H", "H", "H", "H", "H", "H"], "xyz": [[5.02, -5.10, -0.18], [-1.36, -2.72, -0.75], [2.62, -3.55, -1.08], [1.45, -2.49, 0.50], [0.72, -2.49, -1.56], [-1.88, 1.66, -0.11], [1.64, -2.93, -0.72], [-1.35, 3.74, 1.04], [-1.09, 2.78, -0.12], [-0.32, -1.82, -0.86], [0.31, -1.56, 0.51], [-1.20, 3.23, 2.01], [0.00, 2.52, -0.10], [0.73, -0.55, 0.58], [-0.66, -0.92, -1.44], [-0.68, 4.62, 1.00], [-2.40, 4.10, 1.01], [-1.21, 3.37, -1.07], [-0.34, -1.86, 1.33]], "lowdin_charge": [0.9702, 0.0564, 0.0345, 0.0801, 0.1476, -0.4136, -0.6079, -0.1667, -0.6228, -0.2483, 0.0203, 0.0483, 0.0525, 0.1487, 0.1865, 0.0441, 0.0540, 0.0671, 0.1490], "multiplicity": 1, "lumo_energy_ev": -2.4, "homo_lumo_gap_ev": 1.9, "de_lowest_kcal_mol": 80.0, "charge": 0}

=====

(14)
{"formula": "C5H8FN", "method": "wB97M-V/def2-TZVPD", "symbols": ["F", "N", "C", "C", "C", "C", "C", "H", "H", "H", "H", "H", "H", "H", "H"], "xyz": [[0.49, 1.36, -1.15], [-0.59, -0.98, -0.89], [2.01, -0.01, -0.16], [-1.52, -0.09, -0.16], [0.68, -0.82, -0.19], [-0.68, 0.83, 0.80], [0.64, 0.69, 0.04], [-0.60, 0.36, 1.78], [-0.86, -1.94, -0.96], [0.66, -1.22, 0.80], [-2.20, -0.66, 0.48], [2.65, -0.27, 0.73], [-2.06, 0.56, -0.88], [-1.07, 1.86, 0.84], [2.46, 0.33, -1.06]], "lowdin_charge": [0.0085, -0.0145, 0.0479, -0.1863, -0.2331, -0.0760, -0.4046, 0.1095, 0.0899, 0.1192, 0.1088, 0.1196, 0.1128, 0.1109, 0.0874], "multiplicity": 1, "lumo_energy_ev": 1.0, "homo_lumo_gap_ev": 9.7, "smiles": "F[C@@]12CCN[C@H]1C2", "de_lowest_kcal_mol": 75.8, "charge": 0}

=====

(15)
{"formula": "C5H8FN2", "method": "wB97M-V/def2-TZVPD", "symbols": ["F", "N", "N", "C", "C", "C", "C", "C", "H", "H", "H", "H", "H", "H", "H", "H"], "xyz": [[-1.48, -1.36, 3.31], [-0.12, 0.89, -0.29], [-1.35, -1.84, 1.09], [0.33, 2.23, -0.05], [-0.62, -2.16, -0.09], [-0.75, -1.65, 2.23], [0.68, -0.07, -0.02], [0.33, -1.38, -0.62], [0.87, -1.70, -1.50], [1.68, 0.09, 0.25], [-0.49, 2.83, 0.12], [0.70, 2.62, -0.97], [-0.98, -3.04, -0.61], [-2.36, -1.83, 0.86], [0.33, -1.63, 2.16], [0.99, 2.44, 0.88]], "lowdin_charge": [0.1679, 0.0247, 0.1471, -0.1138, -0.0810, 0.0222, -0.1867, -0.0024, 0.1325, 0.1082, 0.0445, 0.0875, 0.1346, 0.2126, 0.1766, 0.1254], "multiplicity": 1, "lumo_energy_ev": -5.4, "homo_lumo_gap_ev": 8.5, "smiles": "C/N=C/C=C\\[NH+]=C\\F", "de_lowest_kcal_mol": 64.3, "charge": 1}

=====

In eV, the E values for the records above are, in order, -25934.50726; -20806.86893; -22857.47785; -24900.55212; -34253.70504; -30158.56397; -23976.46961; -29171.44714; -37961.26081; -12230.57980; -23628.37142; -42767.54871; -32544.23065; -9518.50002; -11002.62067.